A single C7H17N2PS molecule at a distorted geometry, computed with wB97M-V/def2-TZVPD.

XYZ file:
```
28
Properties=species:S:1:pos:R:3
C -4.533 -0.596 -0.453
C -3.202 0.128 -0.374
C -1.974 -0.580 -0.804
C -0.615 -0.059 -0.300
C 0.569 -0.926 -0.646
C 1.819 -0.602 0.174
C 3.009 -0.129 -0.204
P 4.513 0.183 0.973
N 3.974 0.909 2.431
N 5.287 1.535 0.160
S 5.847 -1.152 1.304
H -4.598 -1.305 0.393
H -4.900 -1.007 -1.352
H -5.348 0.127 -0.319
H -3.338 1.077 -1.024
H -3.163 0.482 0.750
H -2.250 -1.701 -0.469
H -1.954 -0.387 -1.911
H -0.390 0.959 -0.700
H -0.718 0.071 0.851
H 0.393 -2.013 -0.589
H 0.887 -0.711 -1.660
H 1.781 -0.908 1.261
H 3.243 0.191 -1.215
H 3.076 1.340 2.344
H 4.617 1.334 3.069
H 6.255 1.271 -0.019
H 4.781 2.285 -0.289
```

Values from the calculation:
Frontier orbital gap = 0.345 Ha
HOMO energy = -0.3150 Eh
2S+1 = 1
Total energy = -30638.8348 eV
Maximum force = 4.0 eV Å⁻¹
Lowest unoccupied orbital energy = 0.82 eV
Charge = 0
SMILES string = CCCCC/C=C/P(N)(N)=S
Energy relative to the best compared isomer or geometry (same formula, charge and spin) = 11.2 kcal/mol

---

A molecular structure, C4H6O2Pr at a distorted geometry, computed with wB97M-V/def2-TZVPD.

XYZ file:
```
13
Properties=species:S:1:pos:R:3
O -2.771 0.482 0.959
C -1.828 0.086 0.107
C -0.523 -0.215 0.450
C 0.469 -0.722 -0.410
C 1.945 -0.525 -0.146
O 2.289 0.831 -0.335
Pr 0.826 2.056 -0.815
H -2.929 1.434 0.916
H -2.176 0.047 -0.927
H 0.157 -1.139 -1.374
H -0.156 -0.326 1.506
H 2.523 -1.176 -0.823
H 2.173 -0.833 0.893
```

Values from the calculation:
Frontier orbital gap (alpha / beta) = 0.223 / 0.338 Ha
HOMO energy (alpha / beta) = -0.6126 / -0.7085 Eh
2S+1 = 4
Total energy = -22388.3655 eV
Maximum force = 2.6 eV Å⁻¹
Expectation value of S² = 3.77
Lowest unoccupied orbital energy (alpha / beta) = -10.61 / -10.08 eV
Charge = +2
Energy relative to the best compared isomer or geometry (same formula, charge and spin) = 3.1 kcal/mol